Entry from OMol25: a cluster of 7 separate species, C5H25N2O7 in total (ωB97M-V/def2-TZVPD).

Results
ΔE to the lowest compared entry with this formula, charge and spin: 25.9 kcal/mol
Strongest force on any atom: 1.57 eV/A
Charge: +1
Electronic energy: -22898.2569 eV

Positions of all 39 atoms, in Å:
N (-0.315, -2.279, 0.655)
C (-0.112, -2.350, -0.867)
C (-0.280, -1.001, -1.533)
N (0.862, -0.141, -1.288)
C (2.496, 1.396, -2.153)
C (1.009, 0.992, -2.175)
C (0.162, 2.237, -1.985)
O (-0.597, 2.415, -1.056)
H (0.558, -1.995, 1.082)
H (-0.611, -3.164, 1.033)
H (-0.971, -1.530, 0.886)
H (-0.831, -3.094, -1.168)
H (0.937, -2.616, -0.976)
H (-1.242, -0.552, -1.270)
H (-0.413, -1.196, -2.601)
H (0.849, 0.155, -0.317)
H (2.991, 0.627, -2.756)
H (2.794, 2.343, -2.583)
H (2.951, 1.240, -1.178)
H (0.763, 0.646, -3.186)
H (0.317, 3.050, -2.710)
H (1.739, 2.886, 2.266)
H (0.839, 1.701, 1.731)
O (1.742, 1.973, 1.968)
H (-3.184, -2.618, -2.118)
H (-3.766, -1.624, -1.044)
O (-3.152, -2.347, -1.197)
H (-0.448, -1.558, 4.035)
H (0.934, -1.050, 3.267)
O (-0.042, -1.271, 3.211)
H (-0.865, 0.104, 2.307)
H (-1.320, 1.004, 1.053)
O (-0.595, 0.491, 1.446)
H (3.121, -0.551, 3.338)
H (2.241, 0.443, 2.568)
O (2.355, -0.520, 2.748)
H (-3.367, 1.638, 0.193)
H (-2.069, 1.449, -0.622)
O (-2.810, 0.960, -0.212)